{"formula": "C45H36F5Ge2N3O7PSSr", "method": "wB97M-V/def2-TZVPD", "species": ["Sr", "O", "N", "O", "C", "C", "C", "C", "O", "C", "C", "N", "O", "O", "N", "O", "O", "H", "H", "C", "Ge", "C", "C", "Ge", "C", "C", "C", "C", "C", "C", "C", "C", "C", "C", "C", "C", "H", "H", "H", "H", "H", "H", "H", "H", "H", "H", "H", "H", "H", "H", "H", "H", "H", "H", "H", "F", "C", "C", "F", "C", "F", "C", "S", "C", "F", "C", "F", "C", "C", "C", "C", "C", "C", "P", "C", "C", "C", "C", "C", "C", "C", "C", "C", "C", "C", "C", "H", "H", "H", "H", "H", "H", "H", "H", "H", "H", "H", "H", "H", "H", "H"], "xyz": [[-0.13700, -0.92259, -2.16799], [6.98994, -3.38923, 0.77703], [5.80075, -3.62256, 0.90553], [5.33803, -4.46259, 1.66440], [4.82471, -2.82278, 0.11034], [3.49162, -3.14912, 0.20363], [2.58690, -2.38205, -0.44475], [2.93033, -1.30740, -1.31306], [1.98987, -0.69739, -1.98034], [4.33558, -1.04722, -1.37854], [5.25432, -1.77971, -0.65578], [4.92777, 0.03135, -2.25390], [4.23645, 0.55220, -3.10201], [6.09761, 0.33630, -2.05757], [1.16082, -2.73479, -0.32350], [0.74412, -3.90559, -0.09263], [0.24021, -1.63117, -0.09096], [3.16324, -3.98861, 0.80012], [6.30026, -1.54099, -0.71896], [-3.50518, -3.02209, 2.08549], [-2.39026, -1.64664, 2.82374], [-3.16498, 0.08552, 3.13880], [-1.77493, -2.23401, 4.56998], [-0.20071, -1.55537, 1.82135], [0.78459, -3.02721, 2.54796], [0.18714, -4.29018, 2.63847], [0.89748, -5.36975, 3.14277], [2.21850, -5.19923, 3.56251], [2.81889, -3.95129, 3.48969], [2.10160, -2.86528, 2.98592], [0.74365, 0.02353, 2.27492], [0.18632, 0.86249, 3.25031], [0.94649, 1.87850, 3.82731], [2.26523, 2.05699, 3.43141], [2.81947, 1.25194, 2.43628], [2.06194, 0.24334, 1.85444], [-4.54464, -2.83519, 2.37896], [-3.17754, -3.97942, 2.50451], [-3.44372, -3.06414, 0.99208], [-4.25046, -0.01344, 3.19064], [-2.91010, 0.81548, 2.36918], [-2.78923, 0.43356, 4.10717], [-2.63421, -2.23869, 5.25553], [-1.01105, -1.55374, 4.96964], [-1.34814, -3.24078, 4.52015], [-0.82626, -4.44214, 2.28264], [0.43240, -6.34773, 3.19377], [2.77893, -6.04588, 3.94956], [3.85197, -3.82221, 3.80524], [2.57722, -1.89599, 2.94148], [-0.84166, 0.72059, 3.57722], [0.51225, 2.51672, 4.59319], [2.86535, 2.83431, 3.89077], [3.84799, 1.40628, 2.11773], [2.50970, -0.37891, 1.08272], [-7.45693, -1.11892, -1.40468], [-6.26671, -1.23314, -1.96941], [-5.13738, -1.18068, -1.21270], [-5.27175, -1.01195, 0.09091], [-3.89063, -1.29396, -1.80036], [-2.79189, -1.23750, -0.95703], [-3.71542, -1.45851, -3.15414], [-2.16644, -1.61256, -3.96642], [-4.89991, -1.50118, -3.88539], [-4.86717, -1.64800, -5.19843], [-6.14463, -1.39589, -3.31909], [-7.23643, -1.44469, -4.06916], [0.26326, 2.84471, -6.21595], [1.16845, 3.43552, -5.34323], [1.04959, 3.24404, -3.96588], [0.01912, 2.45667, -3.45139], [-0.89706, 1.87932, -4.34045], [-0.77747, 2.07254, -5.71273], [-0.20954, 2.01989, -1.67414], [1.07209, 2.99303, -0.81266], [0.77222, 4.00961, 0.08710], [1.79742, 4.74708, 0.67781], [3.12549, 4.46741, 0.38155], [3.43741, 3.42716, -0.49319], [2.41686, 2.68685, -1.07865], [-1.78176, 2.85367, -1.26092], [-2.12371, 4.11180, -1.76373], [-3.35894, 4.67331, -1.46215], [-4.26592, 3.98223, -0.65607], [-3.93454, 2.73546, -0.14759], [-2.69628, 2.17438, -0.45351], [0.37275, 2.97920, -7.29057], [1.98227, 4.04387, -5.73235], [1.76299, 3.71484, -3.30205], [-1.71406, 1.27824, -3.96852], [-1.49313, 1.60892, -6.38467], [-0.26106, 4.25075, 0.31161], [1.55100, 5.55085, 1.36932], [3.92089, 5.05722, 0.83405], [4.47687, 3.19727, -0.72886], [2.66288, 1.88655, -1.77146], [-1.42224, 4.64971, -2.39949], [-3.62324, 5.64934, -1.86550], [-5.23705, 4.41781, -0.43344], [-4.64121, 2.19536, 0.47740], [-2.43863, 1.19631, -0.06837]], "s_squared": 0.76, "homo_lumo_gap_ev": [7.3, 6.9], "energy_ha": -7850.56217, "multiplicity": 2}

{"formula": "C42H102N6O18", "method": "wB97M-V/def2-TZVPD", "species": ["C", "O", "C", "C", "O", "C", "H", "H", "H", "H", "H", "H", "H", "H", "H", "H", "C", "O", "C", "C", "O", "C", "H", "H", "H", "H", "H", "H", "H", "H", "H", "H", "C", "O", "C", "C", "O", "C", "H", "H", "H", "H", "H", "H", "H", "H", "H", "H", "C", "O", "C", "C", "O", "C", "H", "H", "H", "H", "H", "H", "H", "H", "H", "H", "C", "O", "C", "C", "O", "C", "H", "H", "H", "H", "H", "H", "H", "H", "H", "H", "C", "O", "C", "C", "O", "C", "H", "H", "H", "H", "H", "H", "H", "H", "H", "H", "C", "C", "O", "N", "C", "H", "H", "H", "H", "H", "H", "H", "C", "C", "O", "N", "C", "H", "H", "H", "H", "H", "H", "H", "C", "C", "O", "N", "C", "H", "H", "H", "H", "H", "H", "H", "C", "C", "O", "N", "C", "H", "H", "H", "H", "H", "H", "H", "C", "C", "O", "N", "C", "H", "H", "H", "H", "H", "H", "H", "C", "C", "O", "N", "C", "H", "H", "H", "H", "H", "H", "H"], "xyz": [[-8.92684, 20.85930, -8.21610], [-10.19330, 20.30739, -8.43570], [-11.09705, 20.43644, -7.31731], [-11.78643, 21.84181, -7.35421], [-12.39858, 22.28121, -8.57784], [-13.60139, 21.58555, -8.99273], [-8.32210, 20.49350, -9.04591], [-8.52406, 20.62194, -7.23146], [-8.95198, 21.94430, -8.31739], [-10.56621, 20.32968, -6.37132], [-11.80183, 19.60598, -7.35858], [-11.02247, 22.55871, -7.05336], [-12.49406, 21.86115, -6.52536], [-13.37150, 20.52097, -9.03653], [-13.87770, 22.00758, -9.95898], [-14.44676, 21.79211, -8.33639], [-10.45589, 21.37022, -13.58299], [-10.72872, 20.79613, -14.91332], [-11.98641, 21.22945, -15.40762], [-12.26914, 20.46069, -16.71844], [-12.29038, 19.07336, -16.59774], [-11.90298, 18.41885, -17.78654], [-9.42215, 21.06812, -13.41498], [-11.06292, 20.87636, -12.82423], [-10.66156, 22.43907, -13.52506], [-12.03646, 22.30639, -15.56822], [-12.74319, 20.87551, -14.70754], [-11.66819, 20.88153, -17.52458], [-13.20231, 20.84996, -17.12560], [-10.87677, 18.58457, -18.11448], [-12.56998, 18.66445, -18.61292], [-11.93066, 17.34214, -17.61914], [-6.54701, 16.52763, -21.63218], [-6.12370, 15.98540, -22.90622], [-7.17229, 15.23669, -23.59049], [-6.57331, 14.42922, -24.78701], [-5.74346, 13.37715, -24.24543], [-4.83810, 12.81686, -25.14339], [-5.70455, 17.00161, -21.12848], [-7.08122, 15.88143, -20.93566], [-7.16855, 17.41313, -21.76509], [-7.88045, 16.00663, -23.89677], [-7.76877, 14.64479, -22.89625], [-6.01412, 15.12657, -25.41079], [-7.27697, 13.89117, -25.42220], [-5.36267, 12.31743, -25.95795], [-4.29980, 11.99660, -24.66850], [-4.04591, 13.45206, -25.53970], [-5.10591, 18.19388, -11.39550], [-4.01015, 18.84021, -10.66397], [-3.17735, 17.96934, -9.87727], [-3.91873, 17.38559, -8.66961], [-4.48580, 18.38354, -7.81015], [-3.50976, 19.37229, -7.42117], [-5.55889, 18.95330, -12.03285], [-5.86768, 17.77513, -10.73789], [-4.72879, 17.43979, -12.08631], [-2.26549, 18.50475, -9.61279], [-2.88155, 17.09355, -10.45484], [-3.32703, 16.72566, -8.03519], [-4.73634, 16.77594, -9.05423], [-2.63759, 18.92240, -6.94680], [-4.00141, 20.13718, -6.82007], [-3.21151, 19.98734, -8.27020], [-8.81479, 26.09691, -16.00712], [-8.43696, 27.28444, -15.29148], [-7.04518, 27.34030, -14.98720], [-6.62066, 28.54775, -14.19983], [-7.14642, 28.59507, -12.85593], [-6.74927, 29.66394, -12.04918], [-8.22733, 26.08322, -16.92517], [-9.83987, 26.09414, -16.37767], [-8.55754, 25.22339, -15.40804], [-6.44813, 27.19137, -15.88689], [-6.72560, 26.53207, -14.32938], [-7.03177, 29.37799, -14.77411], [-5.53527, 28.64770, -14.19413], [-5.67720, 29.58296, -11.86973], [-7.29399, 29.58046, -11.10875], [-6.91696, 30.66429, -12.44828], [-13.84383, 28.12765, -15.27896], [-13.76598, 27.76525, -13.95175], [-12.56896, 27.99234, -13.19886], [-11.87719, 29.35614, -13.35906], [-12.61823, 30.50188, -13.01148], [-12.96760, 30.64411, -11.62283], [-14.87352, 27.87100, -15.52790], [-13.16186, 27.62858, -15.96739], [-13.76402, 29.20361, -15.43407], [-11.94689, 27.17180, -13.55640], [-12.76246, 27.83528, -12.13773], [-11.45006, 29.44028, -14.35836], [-10.94490, 29.21819, -12.81143], [-13.81737, 29.99163, -11.42219], [-13.46921, 31.60348, -11.49591], [-12.13851, 30.56130, -10.92008], [-12.35328, 14.28688, -23.11514], [-11.86114, 12.98871, -23.65725], [-11.43510, 12.89299, -24.83019], [-12.01752, 11.96444, -22.84794], [-11.68382, 10.60067, -23.24142], [-11.63339, 15.10413, -23.15941], [-12.65795, 14.15694, -22.07668], [-13.26385, 14.56302, -23.64683], [-12.26733, 12.09937, -21.87867], [-10.63284, 10.36001, -23.08135], [-11.75342, 10.44539, -24.31805], [-12.33836, 9.88065, -22.75025], [-11.49018, 11.23097, -15.65178], [-12.51680, 12.20757, -16.25452], [-12.82056, 12.08255, -17.43203], [-13.03983, 13.14102, -15.43788], [-14.10755, 14.03800, -15.86835], [-10.81721, 11.65992, -14.90935], [-10.86880, 10.70677, -16.37787], [-12.12591, 10.55445, -15.08058], [-12.77287, 13.17032, -14.46424], [-15.05417, 13.68961, -15.45527], [-14.22975, 14.04388, -16.95146], [-13.88971, 15.03623, -15.48863], [-8.56425, 16.36788, -15.26320], [-7.68691, 17.27203, -16.08958], [-6.62545, 16.85719, -16.58302], [-8.02520, 18.55809, -16.18324], [-7.21582, 19.61493, -16.87212], [-9.53789, 16.82849, -15.09603], [-8.03818, 16.25866, -14.31481], [-8.70673, 15.37006, -15.67812], [-8.76234, 18.91715, -15.59351], [-7.70649, 20.11675, -17.70610], [-6.28194, 19.17417, -17.22096], [-7.04741, 20.47167, -16.21964], [-4.71481, 23.60772, -11.76992], [-3.27267, 23.98936, -11.57345], [-2.89701, 25.15193, -11.79125], [-2.51276, 23.05851, -11.11490], [-1.08009, 23.22658, -10.81304], [-5.03583, 22.73286, -11.20454], [-4.84687, 23.42781, -12.83683], [-5.37578, 24.41897, -11.46481], [-3.03019, 22.19720, -11.01240], [-0.92402, 24.21126, -10.37241], [-0.54777, 23.11269, -11.75738], [-0.71471, 22.50847, -10.07894], [-14.82638, 13.78396, -9.42828], [-13.79308, 14.41003, -10.25802], [-13.11110, 13.71233, -11.00460], [-13.57852, 15.66388, -10.05959], [-12.49156, 16.40173, -10.62755], [-14.81328, 12.70722, -9.59730], [-15.79686, 14.22994, -9.64597], [-14.47187, 13.98610, -8.41756], [-14.28001, 16.18700, -9.55525], [-12.23831, 17.32529, -10.10699], [-12.75098, 16.72568, -11.63545], [-11.57510, 15.83085, -10.77682], [-11.24389, 21.25595, -22.58620], [-12.24486, 22.34635, -22.14509], [-13.42421, 22.33170, -22.55977], [-11.84736, 23.32717, -21.35932], [-12.71223, 24.33663, -20.87493], [-10.78610, 21.41799, -23.56205], [-11.72458, 20.28384, -22.47642], [-10.43128, 21.28783, -21.86043], [-10.84899, 23.46852, -21.30109], [-13.23765, 23.91304, -20.01900], [-13.48264, 24.62245, -21.59108], [-12.20301, 25.25146, -20.57182]], "smiles": "CNC(C)=O.CNC(C)=O.CNC(C)=O.CNC(C)=O.CNC(C)=O.CNC(C)=O.COCCOC.COCCOC.COCCOC.COCCOC.COCCOC.COCCOC", "homo_lumo_gap_ev": 9.2, "energy_ha": -3344.01026}

Respective relative energy (zero: lowest compared OMol25 entry of this formula, charge and spin) values: 0.0 205.2 kJ/mol.